A structure of composition C37H27Br2Cl2MgN6O2S in a non-equilibrium geometry, computed with ωB97M-V/def2-TZVPD.

Geometry as XYZ:
```
78
Properties=species:S:1:pos:R:3
Mg 0.640 -0.637 0.112
Cl -0.143 -4.755 2.362
C -1.417 -3.568 2.459
C -2.555 -3.867 3.228
C -3.608 -3.003 3.292
Cl -4.990 -3.404 4.293
C -3.597 -1.804 2.538
C -4.652 -0.864 2.498
C -4.554 0.228 1.686
C -3.399 0.391 0.893
N -2.389 -0.440 0.924
C -2.457 -1.519 1.749
C -1.274 -2.366 1.765
O -0.234 -2.007 1.115
H -2.589 -4.801 3.774
H -5.527 -1.024 3.116
H -5.345 0.967 1.649
H -3.312 1.235 0.211
Br 2.603 1.728 -3.880
C 2.257 -0.132 -3.727
C 2.784 -0.997 -4.701
C 2.567 -2.341 -4.630
Br 3.321 -3.464 -5.972
C 1.796 -2.893 -3.575
C 1.483 -4.261 -3.405
C 0.708 -4.658 -2.351
C 0.234 -3.697 -1.439
N 0.512 -2.423 -1.558
C 1.281 -2.009 -2.603
C 1.509 -0.575 -2.638
O 1.029 0.175 -1.703
H 3.373 -0.588 -5.510
H 1.863 -4.983 -4.115
H 0.461 -5.702 -2.205
H -0.375 -3.985 -0.588
N -1.423 3.672 2.570
C -1.714 2.969 3.725
C -2.288 3.341 4.938
C -2.479 2.332 5.868
C -2.119 1.002 5.588
C -1.552 0.650 4.378
C -1.338 1.654 3.436
N -0.811 1.568 2.148
C -0.890 2.776 1.677
C -0.531 3.169 0.309
C -0.144 4.407 -0.092
S 0.149 4.391 -1.773
C -0.251 2.717 -1.822
N -0.589 2.210 -0.679
H -1.595 4.643 2.395
H -2.586 4.363 5.143
H -2.926 2.571 6.827
H -2.292 0.238 6.337
H -1.290 -0.376 4.149
H 0.029 5.292 0.504
H -0.170 2.150 -2.742
C 1.646 -0.703 5.842
N 2.470 -0.962 4.682
C 2.621 -2.392 4.477
C 1.973 -0.294 3.476
C 2.996 -0.225 2.345
C 4.327 0.000 2.722
C 5.334 0.107 1.773
C 5.002 0.005 0.429
C 3.672 -0.184 0.066
C 2.604 -0.324 0.984
H 2.111 -1.149 6.727
H 0.630 -1.132 5.757
H 1.549 0.372 6.007
H 3.214 -2.830 5.286
H 3.131 -2.581 3.531
H 1.647 -2.906 4.447
H 1.693 0.722 3.776
H 1.059 -0.776 3.094
H 4.566 0.073 3.779
H 6.363 0.269 2.080
H 5.771 0.088 -0.334
H 3.462 -0.214 -1.001
```

For the frontier orbital gap, the calculation gives 6.8 eV. As for the spin multiplicity: 1. Its total energy is -233259.088 eV. For the energy above the lowest of the compared OMol25 structures with the same formula, charge and spin, the calculation gives 65.71 kJ/mol. Its total charge is -1. The calculation puts the HOMO energy at -4.819 eV.